A molecular structure, CH2BiLiO3 at a distorted geometry. Source: OMol25; level of theory: ωB97M-V/def2-TZVPD.

Cartesian coordinates (Å):
O: -1.0566 1.1927 0.0338
C: 0.7427 0.0355 0.1783
O: 1.8175 0.1405 -0.4024
O: 0.0011 -1.0212 0.0276
H: -1.2090 1.8440 -0.6525
Li: 1.5165 -1.6909 -1.2850
Bi: -1.8228 -0.5379 0.7459
H: 0.3050 0.1462 1.6260

Forces on atoms 1 to 6 (eV/Å):
O -0.42 -0.39 0.15
C 3.67 -0.34 3.91
O -3.54 0.64 1.59
O -0.40 -3.35 -2.72
H -0.81 0.62 -0.32
Li 0.47 -0.08 -0.24

## Properties
molecular weight	277.945	g/mol
charge	+2
frontier orbital gap	7.34	eV
E_tot	-13235.6135	eV

=====

A single C22H28N4O5S molecule at a distorted geometry. Source: OMol25; level of theory: ωB97M-V/def2-TZVPD.

Cartesian coordinates (Å):
C: 1.7990 3.4237 -0.2563
O: 3.1192 3.0234 0.0394
C: 3.4347 1.6917 -0.0342
C: 2.5605 0.6664 -0.3182
C: 3.0017 -0.6644 -0.3686
C: 2.0305 -1.7254 -0.6425
C: 2.4652 -3.1571 -0.4745
N: 0.8678 -1.3337 -1.0005
N: -0.1644 -2.1545 -1.2532
C: -1.3970 -1.6567 -1.5712
O: -2.3397 -2.4030 -1.7104
C: -1.3879 -0.1471 -1.6929
N: -2.6267 0.4368 -2.1605
C: -2.4672 1.8475 -2.4423
C: -2.1587 2.6640 -1.1691
N: -2.8510 2.0799 -0.0430
S: -2.1578 1.9288 1.4447
O: -0.9987 2.7804 1.4359
O: -3.1859 2.1425 2.4201
C: -1.5837 0.2380 1.6671
C: -0.2301 0.0147 1.8255
C: 0.2337 -1.2710 2.0444
C: -0.6510 -2.3407 2.0964
C: -0.1669 -3.7387 2.3295
C: -2.0143 -2.0928 1.9572
C: -2.4838 -0.8080 1.7604
C: -4.0733 1.3878 -0.3583
C: -3.7977 0.2092 -1.3203
C: 4.3485 -0.9313 -0.1407
C: 5.2331 0.0937 0.1438
C: 4.7945 1.4046 0.2082
O: 5.6612 2.4026 0.4960
H: 1.8132 4.5120 -0.2275
H: 1.5059 3.0922 -1.2571
H: 1.0803 3.0596 0.4834
H: 1.5173 0.8563 -0.5017
H: 1.6190 -3.8405 -0.4649
H: 3.1217 -3.4406 -1.2965
H: 3.0114 -3.2767 0.4580
H: -0.0929 -3.1675 -1.1553
H: -1.0552 0.2348 -0.7144
H: -0.6083 0.1026 -2.4191
H: -3.4001 2.1954 -2.8912
H: -1.6679 1.9809 -3.1743
H: -1.0936 2.6684 -0.9358
H: -2.4767 3.7073 -1.3001
H: 0.4461 0.8531 1.7872
H: 1.2927 -1.4370 2.1759
H: -0.6184 -4.4243 1.6144
H: 0.9152 -3.7973 2.2494
H: -0.4544 -4.0695 3.3271
H: -2.7123 -2.9149 2.0121
H: -3.5419 -0.6147 1.6970
H: -4.5123 1.0610 0.5829
H: -4.7657 2.1026 -0.8197
H: -4.6585 0.0780 -1.9849
H: -3.6536 -0.7231 -0.7785
H: 4.7300 -1.9378 -0.1936
H: 6.2775 -0.1070 0.3204
H: 5.1675 3.2353 0.4949

Forces on atoms 1 to 6 (eV/Å):
C -0.30 0.13 0.00
O 0.53 -0.41 0.08
C 0.15 0.09 0.00
C 0.11 0.11 0.07
C 0.51 0.45 0.14
C -0.58 -0.50 -0.23

## Properties
molecular weight	460.556	g/mol
charge	0
frontier orbital gap	8.48	eV
E_tot	-50300.4196	eV
relative energy (zero: lowest compared OMol25 entry of this formula, charge and spin)	3.516	eV
SMILES	COc1cc(/C(C)=N/NC(=O)CN2CCN(S(=O)(=O)c3ccc(C)cc3)CC2)ccc1O

=====

A molecular structure, C11H24O13V2 at a distorted geometry. Source: OMol25; level of theory: ωB97M-V/def2-TZVPD.

Cartesian coordinates (Å):
O: 3.0808 -1.8068 -2.0980
V: 2.4645 -2.8041 -0.9246
O: 1.1006 -2.0049 -0.3974
O: 6.4116 -1.8961 -7.9752
V: 7.6290 -2.8944 -7.8007
O: 8.5981 -2.8362 -8.9924
C: 0.2266 -7.2393 -2.3702
O: 0.4229 -8.3791 -2.8394
O: 0.6041 -7.0346 -1.2802
O: 0.8609 -6.5360 -3.1712
C: 6.6575 -4.0380 1.7576
O: 6.2480 -4.8994 0.9719
O: 7.8160 -4.0290 2.2462
O: 5.9802 -3.0214 1.7501
C: 1.2725 0.5859 8.3314
C: 1.0901 1.5988 7.1639
C: 0.2473 1.0095 5.9911
O: 0.3343 2.6947 7.6735
H: 1.7891 -0.3180 8.0084
H: 0.3731 0.2836 8.8678
H: 2.0529 1.0028 8.9680
H: 1.9915 2.1180 6.8381
H: 0.7897 0.2286 5.4580
H: 0.0528 1.8071 5.2740
H: -0.7404 0.6872 6.3207
H: 0.4095 3.3824 7.0079
C: -6.7462 -0.0671 0.2677
C: -8.1049 -0.8070 0.4984
C: -8.8285 -0.1556 1.6428
O: -9.0214 -0.4196 -0.5856
H: -6.4765 0.0330 -0.7836
H: -6.0041 -0.6895 0.7676
H: -6.8010 0.9398 0.6816
H: -7.9758 -1.8836 0.6091
H: -8.2606 -0.2332 2.5699
H: -9.7003 -0.6746 2.0411
H: -9.2507 0.8429 1.5285
H: -9.1353 0.5327 -0.6277
C: 1.7143 3.2689 -6.2335
C: 2.6800 4.2947 -5.6263
C: 2.4479 4.6078 -4.1320
O: 3.9293 3.6645 -5.6191
H: 2.0072 2.9919 -7.2462
H: 0.7293 3.7333 -6.2807
H: 1.5690 2.4397 -5.5412
H: 2.5945 5.2488 -6.1466
H: 1.5216 5.1316 -3.8961
H: 3.3100 5.1057 -3.6879
H: 2.3116 3.6842 -3.5695
H: 3.7272 2.7496 -5.4100

Forces on atoms 1 to 6 (eV/Å):
O -0.99 -2.62 2.57
V -1.58 4.66 -1.75
O 2.82 -2.21 -0.68
O -0.57 0.68 -0.42
V -1.62 -1.01 3.40
O 2.20 0.34 -3.03

## Properties
molecular weight	466.188	g/mol
charge	-2
frontier orbital gap	1.52	eV
E_tot	-89773.6830	eV
relative energy (zero: lowest compared OMol25 entry of this formula, charge and spin)	11.937	eV